The following is a quantum chemistry calculation of a structure of composition C16H22CrN9S4 in a non-equilibrium geometry, from the Open Molecules 2025 dataset.

highest occupied orbital energy (spin up / spin down)	-8.557 / -10.257	eV
charge	+1
2S+1	5
LUMO (spin up / spin down)	-2.48 / -3.30	eV
⟨S²⟩	6.0559
relative energy (zero: lowest compared OMol25 entry of this formula, charge and spin)	0.2622	eV
gap between HOMO and LUMO (spin up / spin down)	0.2232 / 0.2557	Eh
DFT total energy	-3752.82326	a.u.

Geometry as XYZ:
```
52
C16H22CrN9S4, DFT the ωB97M-V functional and the def2-TZVPD basis
Cr -0.054 0.081 0.028
C 1.296 -2.794 4.423
S 0.403 -1.233 4.669
C 0.187 -0.654 3.040
S 1.197 -1.152 1.700
N -0.757 0.221 2.896
N -0.959 0.707 1.686
C -2.030 1.497 1.487
C -2.303 1.859 0.169
C -3.373 2.710 -0.215
C -3.553 3.022 -1.532
C -2.677 2.471 -2.486
C -1.673 1.635 -2.058
N -1.452 1.329 -0.781
H 1.741 -3.037 5.381
H 2.060 -2.657 3.667
H 0.598 -3.573 4.133
H -2.634 1.799 2.332
H -4.022 3.100 0.553
H -4.347 3.677 -1.852
H -2.782 2.699 -3.532
H -0.998 1.186 -2.774
N -2.822 -1.643 1.594
C -2.072 -2.251 0.671
N -1.194 -1.675 -0.115
C -0.664 -2.572 -1.022
C -1.127 -3.844 -0.914
S -2.280 -3.960 0.364
C 0.266 -2.030 -1.986
C 0.790 -2.641 -3.082
S 1.723 -1.521 -4.004
C 1.326 -0.283 -2.844
N 0.599 -0.701 -1.842
N 1.671 1.006 -3.043
H -2.676 -0.669 1.812
H -3.355 -2.197 2.239
H -0.873 -4.707 -1.493
H 0.673 -3.654 -3.405
H 2.356 1.221 -3.748
H 1.635 1.597 -2.228
N 3.084 0.081 -0.570
C 3.510 1.416 -0.179
C 2.519 1.997 0.829
N 1.132 2.015 0.334
H 3.071 -0.516 0.255
H 3.756 -0.324 -1.215
H 3.562 2.045 -1.075
H 4.507 1.431 0.286
H 2.848 3.008 1.101
H 2.532 1.369 1.723
H 1.069 2.668 -0.451
H 0.568 2.442 1.075
```